(1)
30
Properties=species:S:1:pos:R:3:lowdin_charge:R:1 method="wB97M-V/def2-TZVPD" smiles=Cc1ccccc1.Cc1ccccc1 e_lumo_ha=0.033 e_above_lowest_kcal_mol=0.7 largest_force_ev_per_a=0.6 energy_ha=-543.071774 homo_ev=-9.0 gap_ev=9.87
H 0.693 -1.498 -2.747 0.073
C 1.093 3.373 1.705 -0.092
C -0.572 3.192 -0.038 -0.284
H -1.873 -3.643 -1.049 0.110
H -1.734 4.869 -0.706 0.072
C 0.547 1.222 0.801 -0.082
C -0.369 1.811 -0.049 -0.053
H 2.002 1.539 2.355 0.100
H -1.252 3.737 -2.009 0.079
C 0.180 -3.387 1.615 -0.099
H 1.665 3.984 2.391 0.099
H 0.685 0.148 0.789 0.081
H 2.124 -2.472 1.597 0.104
H 0.031 5.034 0.872 0.105
C 1.183 -2.387 -0.326 -0.075
H -1.785 -4.224 1.298 0.101
H 0.223 -3.644 2.664 0.099
C 0.170 3.961 0.847 -0.061
H 0.322 -3.187 -3.187 0.080
C -1.575 3.825 -0.974 -0.054
H -2.537 3.315 -0.876 0.079
H 2.004 -1.858 -0.798 0.111
C 1.242 -2.726 1.019 -0.100
C -0.936 -3.715 0.860 -0.088
C 1.284 2.002 1.686 -0.097
C 0.070 -2.710 -1.098 -0.284
C 0.029 -2.344 -2.563 -0.052
H -0.947 1.212 -0.744 0.110
H -0.984 -2.053 -2.852 0.077
C -0.985 -3.376 -0.486 -0.058

=====

(2)
26
Properties=species:S:1:pos:R:3:lowdin_charge:R:1 method="wB97M-V/def2-TZVPD" s_squared=2.004 e_lumo_ha="0.027 / -0.054" largest_force_ev_per_a=4.6 energy_ha=-1277.802168 homo_ev="-5.6 / -10.2" spin_multiplicity=3 gap_ev="6.32 / 8.75"
H -0.309 1.420 1.106 0.034
H -2.370 2.200 -2.025 0.108
H 0.312 -1.457 -0.292 -0.005
H -1.539 2.541 1.155 0.116
C -0.968 1.849 0.446 -0.150
C -1.797 0.811 -0.271 -0.765
H 3.268 -3.063 2.156 0.026
H 4.252 -3.301 0.689 0.051
Cl 0.395 0.844 -2.496 0.310
H 4.513 -0.128 -0.962 -0.008
C 3.244 -2.839 1.052 -0.321
H -3.390 -0.706 0.219 0.106
H -3.368 2.360 -0.604 0.107
C -2.844 1.506 -1.172 -0.130
H -1.983 -0.518 1.523 0.077
Si -0.648 -0.361 -1.250 0.243
H -3.451 0.819 -1.677 0.039
H 2.154 -0.351 1.853 -0.073
H -1.541 -1.453 -1.787 -0.047
C -2.622 -0.025 0.752 -0.126
H -3.067 0.691 1.504 0.089
H -0.329 2.501 -0.048 0.042
H 2.416 -3.277 0.576 -0.038
C 3.510 -0.010 -0.614 -0.187
Si 3.125 -0.955 0.838 0.551
H 3.037 0.902 -0.671 -0.050

=====

(3)
17
Properties=species:S:1:pos:R:3:lowdin_charge:R:1 method="wB97M-V/def2-TZVPD" smiles="C=C(O)C(=O)[C@H](O)CO" e_lumo_ha=-0.013 e_above_lowest_kcal_mol=87.6 largest_force_ev_per_a=5.4 energy_ha=-496.162975 homo_ev=-9.8 gap_ev=9.50
H 0.016 1.582 -1.617 0.104
C 1.844 0.863 0.757 0.128
O -2.454 -1.274 0.310 -0.081
H 1.123 1.549 1.070 0.062
O 2.625 -1.064 -0.449 0.013
C -2.002 0.068 0.399 -0.226
O -0.005 -1.830 -0.719 0.047
H -2.713 0.838 0.137 0.125
C 0.237 -0.647 -0.290 -0.204
H 3.268 -0.964 0.421 0.192
H -1.827 0.218 1.515 0.150
C -0.951 0.345 -0.617 -0.261
O -0.577 1.764 -0.862 -0.028
C 1.615 -0.299 0.119 -0.347
H -1.326 -0.087 -1.500 0.140
H -1.753 -2.008 0.359 0.122
H 2.880 0.944 0.968 0.066

=====

(4)
89
Properties=species:S:1:pos:R:3:lowdin_charge:R:1 method="wB97M-V/def2-TZVPD" s_squared=2.013 e_lumo_ha="0.012 / -0.096" e_above_lowest_kcal_mol=20.5 largest_force_ev_per_a=1.4 energy_ha=-3894.436886 homo_ev="-7.9 / -7.8" spin_multiplicity=3 gap_ev="8.22 / 5.19"
C -1.420 -5.118 2.119 -0.080
C 5.092 1.088 1.212 -0.026
C -3.952 0.156 -3.321 -0.051
H -4.551 -0.408 0.429 0.075
H 4.083 0.023 -1.842 0.120
H 0.575 5.656 2.176 0.075
F 2.653 -2.853 -1.684 0.159
C -2.366 -5.675 -0.018 -0.040
H 10.026 -3.356 0.149 0.091
C 1.645 1.376 0.327 -0.151
C -4.379 -0.260 -0.629 -0.123
C -3.427 -1.113 2.665 -0.298
H -3.123 3.658 -0.020 0.070
C -2.298 -0.627 1.989 -0.311
C 8.762 -1.943 -0.794 -0.739
H -4.637 -0.904 4.420 0.115
H 1.758 6.842 0.220 0.067
C -2.669 -4.008 -1.863 -0.037
C -1.333 -3.795 1.717 -0.128
C 6.082 -0.148 -1.085 -0.060
H -1.101 4.140 -2.897 0.076
C -2.931 -0.417 -2.565 -0.339
C -1.419 3.694 1.323 -0.515
H -1.168 4.850 -1.279 0.029
C 0.897 6.183 0.093 -0.525
C -0.729 4.053 -1.875 -0.479
H -2.720 2.082 0.661 0.054
C -1.946 -6.058 1.249 -0.072
H -6.315 0.614 -0.941 0.104
Sb -1.565 -1.326 0.092 1.652
H -4.136 -3.141 2.725 0.092
S 1.564 4.531 -0.283 0.868
H -3.273 0.881 5.420 0.105
H -5.359 -1.965 2.249 0.088
C -5.378 0.322 -1.399 -0.080
O 7.894 -2.450 -1.446 0.040
H -1.794 -3.660 -2.414 0.070
H -5.932 0.978 -3.366 0.105
H -1.077 -5.408 3.105 0.106
S 8.628 -0.371 0.064 1.028
C -1.858 0.921 3.804 -0.090
C 0.792 4.144 -1.876 -0.521
C 0.062 6.183 1.372 -0.546
H 4.703 1.576 2.096 0.117
C -2.272 -4.356 -0.453 -0.281
C -1.520 0.376 2.574 -0.152
H -0.930 -3.053 2.398 0.104
Pd 0.034 0.575 -0.577 0.560
H -0.372 3.435 1.200 0.025
S -1.472 2.498 -1.266 0.887
C 2.842 1.120 0.219 -0.116
C -5.162 0.526 -2.752 -0.076
H 10.481 -2.981 -1.516 0.087
F 0.328 -2.830 -1.835 0.045
H -0.112 7.211 1.698 0.066
H -4.109 -2.469 1.105 0.048
H -3.063 -4.883 -2.379 0.082
F 1.369 -1.938 0.012 0.026
C -3.166 -0.648 -1.200 -0.321
F 1.518 -0.868 -2.044 0.021
H -3.783 0.330 -4.378 0.113
H -1.236 1.685 4.254 0.107
C 6.418 0.707 1.150 -0.111
H -3.426 -3.225 -1.890 0.071
C 4.236 0.831 0.138 -0.240
C -4.304 -2.229 2.147 -0.062
H 1.101 4.901 -2.597 0.078
H -1.748 -0.794 -4.320 0.091
H 10.841 -1.821 -0.203 0.060
C -1.617 -0.720 -3.240 -0.067
H 0.312 6.547 -0.752 0.075
H -2.018 -7.097 1.548 0.105
H 6.464 -0.619 -1.976 0.106
C -1.771 -3.413 0.450 -0.307
H -0.626 0.724 2.077 0.057
S -1.617 5.511 1.204 0.874
H 1.247 3.197 -2.167 0.059
C -2.991 0.463 4.461 -0.073
B 1.509 -2.154 -1.388 -1.262
C -3.758 -0.542 3.894 -0.047
H 7.082 0.890 1.987 0.099
C 4.748 0.220 -1.012 0.004
H -2.763 -6.420 -0.698 0.111
C -2.296 3.010 0.275 -0.496
H -1.155 -1.640 -2.894 0.042
C 10.127 -2.552 -0.581 -0.083
H -1.748 3.395 2.316 0.055
C 6.913 0.074 0.010 -0.510
H -0.894 0.077 -3.072 0.051

=====

(5)
71
Properties=species:S:1:pos:R:3:lowdin_charge:R:1 method="wB97M-V/def2-TZVPD" e_lumo_ha=-0.023 e_above_lowest_kcal_mol=99.1 largest_force_ev_per_a=2.7 energy_ha=-1853.439612 homo_ev=-8.2 gap_ev=7.57
C 2.210 2.906 4.350 -0.035
C 2.515 4.187 6.378 -0.081
C 2.295 2.929 1.220 -0.237
C 3.998 1.940 -0.135 -0.062
H -6.146 2.852 -0.112 0.100
C -4.187 1.936 -0.283 -0.077
C -5.095 2.906 0.191 -0.092
H 3.664 -4.482 -4.325 0.103
C 2.766 -4.742 -3.752 0.021
C -4.343 -3.418 -2.422 -0.251
H -5.886 -5.172 -3.818 0.094
C -2.453 3.042 0.935 -0.233
C 4.944 2.791 0.464 -0.092
H -2.451 -0.703 -1.578 0.103
H -0.312 5.186 4.693 0.115
H 2.499 2.088 3.686 0.123
N -1.147 3.088 1.374 -0.096
C 2.981 -4.358 -2.299 -0.522
H -4.532 1.112 -0.907 0.090
H 4.297 1.194 -0.869 0.104
C 3.187 3.880 1.722 -0.032
C 4.540 3.779 1.373 -0.074
C -5.994 -5.137 -2.725 -0.062
H 4.067 -6.146 -1.767 0.096
H 6.002 2.696 0.217 0.098
C -4.001 -2.160 -1.865 0.005
C -4.660 3.949 1.030 -0.076
H -5.337 4.736 1.353 0.100
H -2.049 1.374 -0.333 0.086
O 3.201 -2.936 -2.156 0.081
H -3.595 -5.103 -3.607 0.107
C 2.648 2.040 0.215 -0.017
C -2.830 2.041 0.035 -0.020
O 1.863 -4.756 -1.470 0.076
H 5.252 4.474 1.824 0.105
C -0.318 -1.960 -2.568 0.083
C -3.352 -4.151 -3.127 -0.002
H 1.856 1.455 -0.255 0.096
C 0.774 -2.745 -2.327 -0.038
C -2.720 -1.675 -1.990 -0.011
C 0.690 -4.060 -1.612 -0.391
H -5.402 -5.938 -2.259 0.099
H 1.896 -4.235 -4.181 0.092
C 2.934 3.169 5.510 -0.072
C 0.407 3.562 2.755 -0.209
H 2.630 -5.828 -3.819 0.103
N -0.876 3.761 2.553 0.182
H -4.774 -1.604 -1.339 0.115
N 0.948 2.932 1.612 0.017
H 0.983 5.656 6.810 0.103
C 2.120 -2.111 -2.333 -0.404
C 1.338 4.903 6.107 -0.078
O -5.614 -3.847 -2.208 -0.083
O -0.307 -4.499 -1.080 0.133
C -3.328 3.986 1.457 -0.022
H -1.288 -4.273 -3.674 0.123
C -0.077 2.505 0.817 0.047
H -0.126 -0.897 -2.723 0.142
O 2.296 -0.912 -2.423 0.112
H 2.828 4.677 2.376 0.121
C -1.688 -2.440 -2.587 -0.205
C 1.107 3.725 4.011 -0.173
H 4.328 -4.786 -0.654 0.098
H 3.097 4.402 7.278 0.103
H 3.828 2.581 5.728 0.108
H -2.931 4.726 2.148 0.103
C 0.615 4.663 4.939 -0.021
H -7.043 -5.226 -2.445 0.092
H 5.103 -4.786 -2.259 0.096
C 4.204 -5.063 -1.704 0.018
C -2.052 -3.678 -3.172 -0.023

=====

(6)
113
Properties=species:S:1:pos:R:3:lowdin_charge:R:1 method="wB97M-V/def2-TZVPD" s_squared=2.012 charge=+1 e_lumo_ha="-0.137 / -0.310" largest_force_ev_per_a=9.8 energy_ha=-4841.462057 homo_ev="-11.0 / -11.0" spin_multiplicity=3 gap_ev="7.28 / 2.58"
C -1.081 1.565 -4.853 -0.401
H -2.359 2.498 1.176 0.032
H -2.527 -3.921 5.409 0.126
C -0.898 -3.873 -4.696 -0.034
H -0.341 8.192 2.036 0.076
O 1.350 -2.866 -4.784 -0.047
H -1.165 -3.115 -3.959 0.052
H 3.840 -1.300 0.940 0.125
H 0.704 -1.126 6.094 0.066
H 5.779 -1.200 1.789 0.086
C -2.283 1.075 -5.730 -0.123
O -2.620 -0.820 -2.281 -0.052
C -2.163 7.241 1.493 -0.413
H 0.669 -3.841 4.727 0.086
C -4.313 1.880 -6.707 -0.122
H -1.141 1.859 -2.164 0.022
C 0.157 2.257 -5.464 -0.036
O 0.633 -1.855 -2.032 -0.262
H 0.840 -4.512 -2.622 0.073
O -0.487 6.069 0.210 -0.171
H 0.446 0.610 3.778 0.126
O 5.815 -1.419 0.854 -0.043
H -2.141 0.483 -6.634 0.132
O 0.876 -2.539 0.350 -0.263
H -1.471 2.240 -4.092 0.105
H 5.636 0.814 -0.449 0.100
H 0.116 0.581 6.293 0.084
C 4.807 0.596 0.225 -0.059
O -2.041 1.882 -1.839 -0.045
C -1.346 -5.674 3.493 -0.126
H 3.554 2.081 2.118 0.069
H -4.082 1.152 -7.486 0.082
C 0.632 -4.072 -4.737 -0.515
O 0.011 -6.139 3.106 -0.083
H -4.050 6.343 1.555 0.053
H 0.816 5.146 -1.031 0.093
H -1.254 7.968 3.492 0.077
H 0.339 0.557 -3.739 0.064
H -0.879 -0.619 5.500 0.071
H 2.069 2.195 2.555 0.073
O -1.307 -0.616 2.515 -0.069
C -1.498 5.913 1.175 -0.232
H 1.912 -0.935 2.927 0.063
O 0.898 0.889 -1.465 -0.253
O -2.876 1.672 1.249 0.032
H -2.071 -6.098 2.798 0.144
C 0.270 -6.007 1.699 -0.038
H -1.181 5.448 2.108 0.128
H -0.519 -3.017 5.548 0.070
C 4.629 -0.845 0.341 -0.541
N 1.308 -1.224 3.684 0.038
H 0.630 4.251 0.309 0.077
C 2.463 0.550 4.736 -0.179
H -3.294 -4.728 4.208 0.129
H -1.107 -0.653 1.579 -0.062
C 3.025 2.107 3.071 -0.113
H 1.877 -1.899 4.174 0.087
S 0.124 -1.830 -0.661 0.608
C 1.124 -4.851 -3.618 -0.076
H 2.283 1.464 5.303 0.120
H -0.192 2.957 -6.223 0.079
H 2.847 -0.201 5.426 0.128
C 4.470 -1.492 -1.013 -0.052
S 0.652 0.319 -0.167 0.480
H 0.913 -4.511 -5.694 0.145
H 1.303 -2.398 -3.946 0.042
C 0.016 4.867 -0.346 -0.096
O 1.698 0.199 0.810 -0.226
H -0.287 -4.725 5.816 0.106
N -0.534 0.402 -4.224 0.026
H 1.092 -6.700 1.518 0.109
H -4.948 1.448 -5.934 0.085
H -4.846 2.667 -7.240 0.092
C -1.385 -4.233 3.923 -0.340
O 3.337 0.876 3.666 -0.157
H -2.481 2.523 -2.397 0.072
F -1.218 -2.809 -0.691 -0.223
H 5.225 0.956 1.165 0.084
H -2.338 7.739 0.540 0.138
H -1.390 -4.830 -4.523 0.080
H 0.729 1.546 -6.061 0.082
H 5.372 -1.307 -1.596 0.086
H 3.872 1.060 -0.090 0.077
C 1.057 -0.039 4.405 -0.446
H 3.591 -1.110 -1.532 0.074
F -0.085 1.628 0.528 -0.232
C 0.152 -0.298 5.650 -0.032
O -3.085 2.231 -6.128 -0.208
H -1.729 9.175 2.310 0.078
H 2.214 -4.855 -3.582 0.094
N -2.696 -3.940 4.414 0.265
C -0.369 -3.968 5.036 -0.024
H -1.902 -0.603 -2.876 0.009
C -1.360 8.155 2.423 -0.056
H 3.157 2.986 3.702 0.101
H -0.468 -0.774 2.946 -0.034
H -3.009 -1.612 -2.651 0.076
H 4.541 -2.575 -1.109 0.083
H 0.667 -5.073 1.303 0.092
H -1.517 -6.314 4.358 0.147
H -2.884 0.590 -4.960 0.109
H 0.874 -5.896 -3.800 0.090
H 0.771 2.675 -4.666 0.082
Cu -2.780 0.224 -0.430 0.473
H -0.371 -0.371 -4.853 0.090
N -0.749 -0.420 -0.115 -0.275
H -0.576 -6.315 1.086 0.101
N -3.562 7.111 1.993 0.032
H -3.560 6.749 2.936 0.059
H -0.826 4.349 -0.806 0.075
H -1.038 -3.780 2.994 0.177
H -1.282 -3.479 -5.636 0.075
H -2.222 5.208 0.766 0.101

=====

(7)
90
Properties=species:S:1:pos:R:3:lowdin_charge:R:1 method="wB97M-V/def2-TZVPD" charge=+1 e_lumo_ha=-0.109 largest_force_ev_per_a=2.4 energy_ha=-2004.215302 homo_ev=-9.8 gap_ev=6.81
C -3.089 -0.758 0.131 -0.368
H -3.375 1.035 -3.571 0.137
H -4.461 -0.870 -2.098 0.115
C -6.482 -3.258 2.356 -0.494
H 8.322 1.971 3.757 0.128
H 6.766 2.735 3.452 0.135
C -1.017 -2.313 -0.407 -0.188
H -3.895 0.847 2.208 0.110
H 5.965 2.034 0.753 0.141
H -1.527 1.671 3.640 0.056
C 6.183 -0.185 0.783 0.008
C -1.510 1.998 -0.976 -0.215
H 2.548 0.076 -4.272 0.105
H 8.192 -0.442 3.315 0.176
H -0.902 -3.306 -0.850 0.120
H 8.047 -2.706 1.538 0.107
O -4.415 -1.176 0.446 -0.020
C -1.800 4.253 -0.957 -0.296
C -3.892 -3.163 1.831 0.016
O -1.465 5.202 -0.324 0.150
C 7.011 -2.406 1.679 0.034
H 1.182 -0.431 -3.331 0.083
H -3.079 -2.705 -0.741 0.119
C 0.116 -1.482 -1.042 -0.182
C 8.335 3.327 2.088 -0.059
C -6.748 -0.916 2.285 -0.491
C -2.805 0.832 2.114 -0.135
H -2.841 -3.021 1.593 0.068
N 7.209 1.118 2.219 -0.045
H -1.558 2.093 0.112 0.106
C 1.496 -1.818 -0.417 -0.191
H 2.138 -2.205 -1.212 0.095
O -2.093 0.852 -1.454 -0.078
H -1.912 -1.112 1.978 0.122
H -4.232 -3.936 1.146 0.108
H 1.489 1.143 -0.938 0.069
H 9.198 2.890 1.585 0.089
N -2.121 3.236 -1.547 0.170
H 1.567 -0.225 0.982 0.109
H 3.775 0.910 -2.427 0.104
H 0.170 -1.835 -2.067 0.106
F -7.144 -0.018 1.406 0.174
C -4.357 1.037 -3.105 -0.412
H 3.463 -0.777 -2.180 0.098
C -2.108 1.846 2.739 0.010
H -2.404 -1.535 -1.834 0.124
H -6.375 0.645 -3.694 0.085
C -5.383 0.448 -4.097 -0.035
H 0.317 1.557 -3.840 0.073
C -2.214 -0.305 1.295 -0.117
H 7.661 3.712 1.323 0.077
H -4.397 -1.236 2.540 0.150
C -2.427 -1.835 -0.790 -0.082
O -6.948 -4.164 1.741 0.204
H -2.211 2.848 2.331 0.055
N -6.107 -2.039 1.707 0.117
C -4.421 0.184 -1.837 -0.078
H 5.610 -0.667 0.010 0.133
H -3.896 -3.508 2.860 0.101
H -0.847 -2.457 0.660 0.094
H -5.354 0.420 -1.321 0.133
H -5.264 -0.635 -4.052 0.073
H -5.073 2.410 -1.916 0.077
O -6.962 -0.760 3.444 0.199
H -0.070 -0.415 -0.982 0.084
C 2.413 0.584 -0.818 -0.203
H 3.171 -0.893 0.566 0.082
C -4.620 -1.840 1.651 -0.321
H 1.348 2.304 -2.649 0.054
H -5.252 0.826 -5.104 0.078
C 6.354 1.110 1.142 0.014
H 8.674 4.168 2.689 0.091
H -0.454 2.032 -1.244 0.104
C 7.542 -0.134 2.513 -0.008
H 6.649 -2.774 2.636 0.107
H -3.658 1.353 -0.236 0.148
H 6.403 -2.818 0.881 0.103
H -1.283 0.060 0.876 0.106
C 2.202 -0.582 0.166 -0.204
F -6.261 -3.402 3.660 0.157
H 1.807 2.236 -4.382 0.072
C 2.974 0.199 -2.203 -0.212
H 3.109 1.275 -0.335 0.095
O -4.731 2.376 -2.809 -0.035
C -3.304 0.482 -0.794 -0.229
C 1.359 1.699 -3.552 -0.087
H 1.425 -2.629 0.309 0.106
N 6.922 -0.944 1.660 -0.083
C 7.645 2.304 2.972 -0.155
C 1.986 0.299 -3.364 -0.237

=====

(8)
22
Properties=species:S:1:pos:R:3:lowdin_charge:R:1 method="wB97M-V/def2-TZVPD" smiles=CC[C@@H](C)CN.O e_lumo_ha=0.025 e_above_lowest_kcal_mol=45.4 largest_force_ev_per_a=3.7 energy_ha=-329.435244 homo_ev=-8.6 gap_ev=9.26
C -0.413 0.043 1.293 -0.294
H -2.335 -0.189 2.210 0.060
H 0.904 -1.432 -1.572 0.033
O 2.811 0.678 0.960 -0.046
C -0.607 -0.350 -0.209 -0.354
H 0.376 1.438 -0.835 0.112
N -1.444 -0.609 2.044 -0.023
H -1.629 -0.722 -0.232 0.107
C 0.409 -1.509 -0.645 -0.049
H 1.106 -1.592 0.171 0.029
C -0.600 0.938 -1.093 -0.287
H 0.678 -0.217 1.565 0.106
H -0.506 1.205 1.300 0.121
H -0.005 -2.608 -0.578 0.105
C -0.863 0.687 -2.520 -0.164
H -1.777 0.066 -2.719 0.094
H 3.398 0.041 1.272 0.000
H -0.959 1.547 -3.179 0.059
H -1.030 -0.957 2.939 0.084
H 3.252 1.458 0.529 0.076
H 0.041 0.219 -3.031 0.085
H -1.456 1.724 -0.778 0.148